[1]
{
  "formula": "C32H29BLaN8O2",
  "method": "ωB97M-V/def2-TZVPD",
  "symbols": ["La", "C", "O", "C", "C", "C", "C", "C", "C", "N", "N", "C", "C", "O", "C", "C", "C", "C", "C", "C", "C", "C", "H", "H", "H", "H", "H", "H", "H", "H", "H", "H", "H", "H", "H", "N", "C", "C", "C", "C", "C", "C", "C", "C", "N", "C", "H", "H", "H", "H", "H", "H", "H", "H", "B", "N", "C", "C", "C", "N", "N", "C", "C", "C", "N", "H", "H", "H", "H", "H", "H", "H", "H"],
  "xyz": [[-0.1881, -0.7879, 0.8016], [1.0326, -4.4743, 0.5554], [1.1638, -3.1540, 0.0237], [2.1500, -2.9773, -0.9233], [2.8442, -4.0342, -1.4921], [3.7902, -3.8053, -2.4777], [4.0430, -2.5125, -2.9066], [3.3700, -1.4565, -2.3240], [2.4296, -1.6573, -1.3109], [1.7468, -0.5794, -0.6663], [2.1822, 0.5584, -1.0660], [1.7406, 1.7831, -0.7250], [0.8008, 2.1123, 0.3073], [0.3310, 1.2398, 1.1323], [0.3813, 3.4689, 0.4275], [0.8159, 4.4365, -0.4127], [1.7892, 4.1735, -1.4175], [2.2695, 5.1944, -2.2582], [3.2484, 4.9394, -3.1823], [3.7983, 3.6552, -3.2682], [3.3372, 2.6412, -2.4620], [2.3014, 2.8644, -1.5381], [1.9761, -4.8065, 0.9894], [0.7084, -5.1720, -0.2174], [0.2795, -4.4259, 1.3345], [2.6586, -5.0504, -1.1775], [4.3169, -4.6432, -2.9135], [4.7662, -2.3292, -3.6893], [3.5637, -0.4481, -2.6475], [-0.3243, 3.6875, 1.2196], [0.4387, 5.4475, -0.3099], [1.8643, 6.1940, -2.1530], [3.6089, 5.7266, -3.8306], [4.6000, 3.4598, -3.9683], [3.7869, 1.6629, -2.5071], [-0.6657, 0.1762, -1.9518], [-1.6535, 1.1870, -1.8403], [-1.5706, 2.3901, -2.4881], [-2.6042, 3.3389, -2.3693], [-3.7219, 3.0664, -1.6331], [-3.8220, 1.8449, -0.9295], [-4.9410, 1.4926, -0.1449], [-4.9564, 0.2882, 0.5004], [-3.8316, -0.5468, 0.4118], [-2.7532, -0.2503, -0.2825], [-2.7604, 0.9138, -0.9951], [0.0421, 0.4333, -2.6261], [-1.0889, -0.7016, -2.2347], [-0.7120, 2.6116, -3.1127], [-2.5206, 4.2778, -2.9003], [-4.5442, 3.7690, -1.5882], [-5.7722, 2.1828, -0.0694], [-5.8006, -0.0119, 1.1046], [-3.8197, -1.4848, 0.9540], [-1.6748, -2.7924, 2.5469], [-0.2557, -2.8876, 3.1592], [0.1927, -3.6730, 4.1466], [1.5328, -3.3955, 4.3508], [1.8272, -2.4003, 3.4206], [0.7410, -2.0955, 2.7070], [-2.2959, -1.4801, 3.0759], [-3.2243, -1.2772, 4.0204], [-3.3634, 0.0874, 4.2052], [-2.4497, 0.6539, 3.3170], [-1.8100, -0.2997, 2.6400], [-2.3313, -3.7370, 2.8553], [-1.5418, -2.6746, 1.3221], [-0.4614, -4.3735, 4.6390], [2.1938, -3.8473, 5.0693], [2.7635, -1.8953, 3.2435], [-3.7230, -2.1057, 4.4961], [-4.0223, 0.5911, 4.8909], [-2.2227, 1.6936, 3.1430]],
  "atomic_forces_ev_per_a": [[-1.5, -2.6, -1.3], [-0.1, -0.1, 0.1], [0.0, 0.3, -0.1], [0.0, 0.3, 0.0], [0.0, -0.2, 0.0], [0.0, 0.1, 0.0], [0.0, -0.1, 0.0], [-0.1, 0.0, 0.1], [0.3, -0.3, -0.2], [1.4, 1.2, -0.6], [0.3, -0.7, -0.2], [-0.5, 0.4, 0.5], [0.7, 0.7, -0.7], [0.7, 2.1, 0.3], [-0.2, -0.1, 0.2], [0.0, 0.0, 0.0], [0.1, -0.2, 0.0], [0.0, 0.1, 0.0], [0.0, 0.1, 0.0], [0.0, -0.1, 0.1], [0.0, 0.0, 0.0], [-0.1, -0.1, 0.0], [0.0, 0.0, 0.0], [0.0, 0.0, 0.0], [0.0, 0.0, 0.0], [0.0, 0.0, 0.0], [0.0, 0.0, 0.0], [0.0, 0.0, 0.0], [0.0, 0.0, 0.0], [0.0, 0.0, 0.0], [0.0, 0.0, 0.0], [0.0, 0.0, 0.0], [0.0, 0.0, 0.0], [0.0, 0.0, 0.0], [0.0, 0.0, -0.1], [-0.2, -0.1, 0.3], [-0.1, 0.1, -0.1], [0.1, -0.1, 0.0], [-0.1, 0.1, 0.1], [0.0, 0.1, -0.1], [0.1, -0.1, 0.0], [0.0, -0.1, 0.0], [-0.1, 0.2, 0.0], [0.1, -0.1, 0.0], [-0.1, -0.2, -0.1], [-0.1, 0.2, 0.0], [0.2, 0.0, 0.0], [0.0, 0.0, -0.1], [0.0, 0.0, 0.0], [0.0, 0.0, 0.0], [0.0, 0.0, 0.0], [0.0, 0.0, 0.0], [0.0, -0.1, 0.0], [0.0, 0.0, 0.0], [0.1, 0.2, 0.2], [0.0, -0.4, 0.1], [0.1, 0.0, 0.0], [0.0, 0.0, 0.0], [-0.1, 0.0, 0.1], [0.3, -0.2, 0.6], [-0.3, -0.1, 0.1], [-0.1, 0.1, 0.0], [0.0, 0.0, 0.0], [0.0, -0.1, 0.0], [-0.4, 0.3, 0.7], [-0.1, -0.1, -0.1], [-0.4, -0.5, 0.3], [0.0, 0.0, 0.0], [0.0, 0.0, 0.0], [0.0, 0.0, 0.0], [0.0, 0.0, 0.0], [0.0, 0.0, 0.0], [0.0, 0.0, 0.0]],
  "energy_ev": -51205.702,
  "multiplicity": 1,
  "lumo_energy_ev": -3.62,
  "charge": 1,
  "homo_lumo_gap_ev": 6.67
}

***

[2]
{
  "formula": "C32H29BrI2N10O3STa",
  "method": "ωB97M-V/def2-TZVPD",
  "symbols": ["Ta", "C", "C", "N", "C", "C", "C", "S", "N", "C", "O", "C", "C", "C", "C", "C", "C", "H", "H", "H", "H", "H", "H", "H", "H", "H", "H", "H", "H", "H", "H", "H", "O", "C", "C", "C", "C", "C", "C", "C", "N", "C", "C", "N", "H", "H", "H", "H", "H", "H", "H", "I", "Br", "C", "C", "C", "C", "C", "N", "H", "H", "H", "H", "I", "C", "C", "N", "N", "C", "H", "H", "H", "O", "N", "C", "C", "N", "C", "N"],
  "xyz": [[0.0029, -0.1054, 0.1029], [-0.2120, -4.8709, -4.4492], [1.1290, -4.3537, -3.9416], [1.1094, -2.9181, -3.7164], [1.4570, -2.0819, -4.8462], [2.9496, -1.7697, -4.8926], [0.7891, -2.4237, -2.5245], [1.0049, -0.7331, -2.2599], [0.4075, -3.3279, -1.6182], [-0.1289, -3.1295, -0.4464], [-0.4404, -1.9626, 0.0097], [-0.3939, -4.3197, 0.3649], [-0.2346, -5.5947, -0.1874], [-0.4166, -6.7157, 0.5956], [-0.7573, -6.5802, 1.9355], [-0.9602, -5.3197, 2.4764], [-0.7871, -4.1913, 1.6992], [-0.1358, -5.9369, -4.6425], [-0.4958, -4.3725, -5.3728], [-0.9866, -4.6986, -3.7058], [1.9138, -4.5554, -4.6740], [1.3814, -4.8377, -2.9971], [0.8854, -1.1519, -4.7883], [1.1634, -2.6188, -5.7512], [3.2387, -1.1737, -4.0314], [3.1680, -1.2111, -5.7966], [3.5349, -2.6854, -4.9086], [0.0233, -5.6847, -1.2294], [-0.2886, -7.6969, 0.1652], [-0.8610, -7.4566, 2.5573], [-1.2432, -5.2073, 3.5099], [-0.9380, -3.2113, 2.1274], [-1.2278, 0.6076, -0.9815], [-1.6425, 1.5691, -1.7774], [-2.5670, 1.3270, -2.7961], [-3.0178, 2.3657, -3.5825], [-2.5380, 3.6549, -3.3852], [-1.6183, 3.9106, -2.3908], [-1.1536, 2.8809, -1.5683], [-0.2279, 3.1220, -0.4841], [0.4384, 2.1972, 0.2158], [1.1994, 2.8766, 1.1282], [0.9850, 4.2123, 0.9962], [0.0853, 4.3501, -0.0189], [-2.9223, 0.3155, -2.9313], [-3.7442, 2.1747, -4.3563], [-2.8910, 4.4612, -4.0071], [-1.2434, 4.9139, -2.2615], [1.8564, 2.3611, 1.8012], [1.3944, 5.0490, 1.5221], [-0.3376, 5.2141, -0.3192], [-0.7987, 0.1398, 2.7494], [-3.4657, 1.7402, 0.8270], [-4.0227, -0.0763, 0.8683], [-5.2410, -0.3967, 1.4444], [-5.5856, -1.7378, 1.4900], [-4.7162, -2.6758, 0.9484], [-3.5374, -2.2291, 0.3751], [-3.1841, -0.9493, 0.3447], [-5.8740, 0.3730, 1.8524], [-6.5161, -2.0429, 1.9432], [-4.9420, -3.7299, 0.9742], [-2.8404, -2.9215, -0.0796], [6.3556, 3.4666, -1.6900], [4.8374, 2.0686, -1.3778], [4.9391, 0.6943, -1.3633], [3.6994, 0.2365, -1.1264], [2.8095, 1.2173, -0.9849], [3.4851, 2.3393, -1.1346], [5.7796, 0.0461, -1.4912], [3.3867, -0.7216, -1.0724], [3.0030, 3.2926, -1.0662], [1.6082, -0.5678, 0.8736], [2.7606, -0.4361, 1.5175], [3.0272, -1.2174, 2.5080], [2.1830, -2.2613, 2.9888], [1.4781, -3.1099, 3.2978], [4.3001, -1.0998, 3.1290], [5.3339, -1.0773, 3.6177]],
  "atomic_forces_ev_per_a": [[0.2, 0.0, 1.2], [0.2, 0.1, 0.1], [-0.2, -0.6, 0.0], [-0.2, 0.2, 0.5], [0.3, 0.4, -0.3], [-0.2, -0.1, 0.0], [0.0, 0.5, -0.1], [0.1, 0.1, 0.1], [-0.3, -0.6, 0.7], [0.7, -0.8, -1.3], [-0.7, -0.2, 0.3], [-0.3, 0.0, 0.5], [0.0, 0.1, 0.0], [0.0, 0.0, 0.0], [0.0, 0.1, 0.0], [0.0, -0.1, 0.0], [0.0, 0.1, -0.3], [-0.1, -0.1, 0.0], [-0.1, 0.0, -0.1], [-0.1, 0.0, 0.1], [0.0, 0.0, 0.1], [0.1, 0.0, -0.2], [0.0, -0.2, -0.1], [-0.1, 0.1, 0.1], [0.1, 0.1, 0.0], [0.1, 0.1, -0.1], [0.1, -0.1, 0.0], [0.1, 0.0, -0.1], [0.0, -0.1, 0.0], [-0.1, -0.1, 0.0], [0.0, 0.0, 0.2], [0.0, 0.1, 0.0], [-1.7, 0.7, -1.3], [-0.5, 1.9, -1.3], [0.3, -0.3, 0.5], [0.1, 0.1, 0.0], [-0.1, 0.0, 0.0], [0.1, -0.3, 0.1], [-0.5, -0.6, -0.3], [0.0, -0.1, 0.2], [-0.5, -0.4, -0.3], [0.2, 0.3, 0.3], [0.4, -0.4, 0.4], [-0.2, -0.2, -0.3], [-0.1, 0.0, 0.0], [-0.1, 0.0, -0.1], [0.0, 0.1, -0.1], [0.0, 0.1, 0.0], [0.1, 0.0, 0.1], [0.1, 0.1, 0.1], [0.1, -0.1, 0.0], [0.0, 0.0, -0.2], [-0.6, 0.2, 0.1], [0.2, -0.1, -0.1], [0.1, 0.0, 0.0], [0.2, 0.0, -0.1], [0.0, 0.1, 0.0], [-0.2, -0.2, 0.1], [-0.1, 0.4, 0.1], [-0.1, 0.1, 0.0], [-0.1, 0.0, 0.0], [0.0, -0.1, 0.0], [0.0, -0.1, 0.1], [-0.4, -0.4, 0.1], [0.6, 0.3, -0.1], [0.0, 0.4, 0.0], [0.2, 0.1, -0.1], [-0.4, -0.2, -0.1], [0.3, -0.2, -0.1], [0.2, -0.2, 0.0], [0.0, 0.2, -0.1], [-0.2, 0.2, 0.0], [2.9, -1.0, 1.8], [0.8, 0.6, 0.1], [-0.9, 0.2, -0.8], [-0.5, -0.2, -0.2], [0.0, -0.2, 0.2], [0.3, 0.2, -0.1], [0.4, 0.1, 0.2]],
  "energy_ev": -153325.436,
  "multiplicity": 1,
  "lumo_energy_ev": -3.68,
  "charge": 1,
  "homo_lumo_gap_ev": 7.14
}

***

[3]
{
  "formula": "C32H29Cl3CrF3N2OP",
  "method": "ωB97M-V/def2-TZVPD",
  "symbols": ["Cr", "C", "C", "C", "C", "C", "H", "H", "H", "H", "H", "C", "C", "C", "C", "C", "O", "C", "N", "C", "C", "C", "C", "C", "C", "P", "C", "C", "C", "C", "C", "C", "C", "C", "C", "C", "C", "C", "H", "H", "H", "H", "H", "H", "H", "H", "H", "H", "H", "H", "H", "H", "H", "H", "H", "H", "H", "H", "H", "H", "H", "H", "F", "C", "F", "F", "Cl", "C", "Cl", "Cl", "C", "N"],
  "xyz": [[-0.5616, 0.3197, -0.7483], [-1.1065, -1.3377, -2.7998], [-0.0035, -1.5401, -1.9956], [0.9004, -0.4489, -2.2269], [0.3490, 0.3372, -3.3001], [-0.8763, -0.1820, -3.6200], [-1.9947, -1.9532, -2.8238], [0.1901, -2.4049, -1.3835], [1.9483, -0.4847, -1.9924], [0.7940, 1.2325, -3.7108], [-1.5870, 0.2391, -4.3200], [-3.3526, -2.5424, -0.6998], [-3.9407, -1.1508, -0.4601], [-3.9991, -0.2749, -1.7115], [-3.2702, -0.4394, 0.7180], [-3.7104, -1.0519, 2.0371], [-2.4987, -1.1353, 2.8100], [-1.4697, -0.8192, 2.0285], [-1.7599, -0.4897, 0.8138], [-0.1838, -0.8753, 2.7803], [-0.2606, -1.3572, 4.0946], [0.8621, -1.4420, 4.8948], [2.0966, -1.0592, 4.3965], [2.1864, -0.5944, 3.0984], [1.0601, -0.4804, 2.2866], [1.3686, 0.0462, 0.5771], [2.5640, -1.2696, 0.1536], [3.8732, -1.0261, -0.2511], [4.7194, -2.0912, -0.5454], [4.2666, -3.3968, -0.4352], [2.9658, -3.6459, -0.0116], [2.1217, -2.5880, 0.2844], [2.3276, 1.5919, 0.6576], [2.5159, 2.3110, 1.8322], [3.1837, 3.5288, 1.8085], [3.6629, 4.0407, 0.6130], [3.4638, 3.3391, -0.5691], [2.7914, 2.1267, -0.5480], [-3.8544, -3.0300, -1.5387], [-3.4728, -3.1935, 0.1708], [-2.2861, -2.4857, -0.9241], [-4.9765, -1.2774, -0.1287], [-3.0113, 0.0366, -2.0402], [-4.5841, 0.6313, -1.5261], [-4.4539, -0.8103, -2.5499], [-3.5466, 0.6121, 0.6905], [-4.1130, -2.0551, 1.9286], [-4.4183, -0.4358, 2.5806], [-1.2118, -1.6723, 4.4909], [0.7701, -1.8165, 5.9067], [2.9860, -1.1312, 5.0117], [3.1539, -0.3247, 2.6946], [4.2468, -0.0140, -0.3191], [5.7399, -1.8945, -0.8543], [4.9292, -4.2235, -0.6670], [2.6149, -4.6659, 0.0959], [1.1154, -2.7880, 0.6440], [2.1261, 1.9383, 2.7704], [3.3216, 4.0815, 2.7304], [4.1824, 4.9920, 0.5990], [3.8258, 3.7398, -1.5089], [2.6197, 1.6020, -1.4800], [-2.1093, 2.4220, 0.3207], [-0.7820, 2.0540, 0.3346], [-0.1010, 3.1121, -0.1820], [-0.4731, 2.0475, 1.6681], [-4.4639, 4.4275, -2.5523], [-3.2142, 3.8480, -3.6461], [-2.2435, 5.1784, -4.2392], [-3.9343, 2.9525, -4.9876], [-2.3404, 2.9225, -2.8993], [-1.6779, 2.1889, -2.3257]],
  "atomic_forces_ev_per_a": [[-0.4, -0.7, -1.0], [-0.4, 0.3, 0.1], [0.4, -0.1, 0.1], [0.2, -0.1, -0.1], [0.1, 0.2, 0.5], [-0.3, 0.0, 0.0], [0.2, 0.1, -0.1], [0.0, 0.0, 0.1], [0.1, 0.0, 0.0], [0.0, 0.0, 0.0], [0.1, -0.1, 0.0], [0.0, 0.0, 0.0], [0.1, 0.0, -0.1], [-0.1, 0.0, 0.0], [0.2, 0.0, 0.0], [0.2, 0.0, 0.1], [-0.2, 0.1, 0.0], [0.0, 0.1, 0.2], [0.1, -0.1, -0.5], [-0.1, -0.1, -0.1], [0.0, 0.0, 0.0], [0.0, 0.0, 0.1], [0.1, 0.0, 0.1], [0.0, 0.0, 0.0], [0.0, 0.1, 0.0], [0.0, 0.0, 0.1], [0.0, -0.1, 0.0], [0.0, -0.1, 0.0], [0.0, 0.0, 0.0], [0.0, 0.0, 0.0], [0.0, 0.0, 0.0], [0.0, 0.0, 0.0], [0.0, 0.0, -0.1], [0.0, 0.0, 0.1], [0.0, 0.0, 0.0], [0.0, 0.0, 0.0], [0.0, -0.1, 0.0], [0.0, 0.0, 0.0], [0.0, 0.0, 0.1], [0.0, 0.1, -0.1], [-0.2, -0.1, 0.1], [-0.1, -0.1, 0.0], [0.0, 0.1, 0.0], [0.0, -0.1, 0.0], [0.0, 0.0, 0.1], [0.1, 0.1, 0.0], [0.0, -0.1, 0.0], [0.0, 0.0, 0.1], [0.0, 0.0, 0.0], [0.0, 0.0, -0.1], [-0.1, 0.0, -0.1], [0.0, 0.0, 0.0], [0.0, 0.0, 0.0], [-0.1, 0.0, 0.0], [-0.1, 0.1, 0.0], [0.0, 0.1, 0.0], [0.1, 0.0, 0.0], [0.0, 0.0, 0.0], [0.0, 0.0, -0.1], [0.0, -0.1, 0.0], [0.0, 0.0, 0.1], [0.0, 0.0, 0.0], [0.1, -0.1, -0.1], [0.3, 0.7, 0.3], [-0.2, -0.1, 0.1], [0.0, -0.1, -0.1], [-0.1, 0.0, 0.1], [0.1, -0.3, 0.2], [0.2, 0.2, -0.1], [0.0, -0.1, -0.1], [-0.2, 0.3, -0.2], [-0.2, 0.0, 0.3]],
  "energy_ev": -122104.504,
  "multiplicity": 2,
  "lumo_energy_ev": [-3.72, -3.11],
  "charge": 1,
  "homo_lumo_gap_ev": [7.69, 8.36]
}